# 1
C5H12N2O2V as an isolated structure in a non-equilibrium geometry, computed with ωB97M-V/def2-TZVPD.

Computed properties:
LUMO (alpha / beta) = -0.0109 / -0.0146 Ha
relative energy (zero: lowest compared OMol25 entry of this formula, charge and spin) = 26.4 kcal per mole

The geometry in ORCA input format:
```
! wB97M-V def2-TZVPD RIJCOSX def2/J DEFGRID3
* xyz 0 4
V -0.451 0.823 -1.297
C -1.474 0.552 -3.028
H -1.528 -0.509 -3.174
H -2.533 0.997 -2.937
H -0.904 1.073 -3.782
H -1.013 2.272 -1.778
H -0.534 2.620 -1.350
C -0.276 -0.841 2.472
C -0.071 -0.533 1.023
N -1.130 -0.214 0.300
O -2.366 -0.272 1.089
C 1.311 -0.420 0.463
C 2.568 -0.572 1.238
N 1.364 -0.090 -0.843
O 2.515 -0.159 -1.513
H -1.421 -0.827 2.694
H 0.213 -0.071 3.082
H 0.139 -1.822 2.700
H -3.085 -0.186 0.415
H 3.185 -1.316 0.708
H 3.123 0.386 1.259
H 2.367 -0.893 2.257
*
```

=====

# 2
A 2-piece molecular cluster, C5H12N2O5Si overall in a non-equilibrium geometry, computed with ωB97M-V/def2-TZVPD.

Computed properties:
LUMO (alpha / beta) = -0.1016 / -0.0240 Ha
relative energy (zero: lowest compared OMol25 entry of this formula, charge and spin) = 55.7 kcal per mole

The geometry in ORCA input format:
```
! wB97M-V def2-TZVPD RIJCOSX def2/J DEFGRID3
* xyz 0 1
C 1.970 -1.996 0.426
C -0.898 -1.593 1.079
C -0.601 -1.224 -1.433
C 1.283 -0.682 0.227
C -0.192 -0.772 -0.059
N -2.143 2.886 -0.916
N -0.068 2.935 1.198
O -2.864 2.186 -1.592
O -2.353 4.043 -0.610
O -1.037 3.120 1.904
O 1.052 3.201 1.549
O -0.762 0.575 0.085
Si -0.483 2.081 -0.446
H 1.738 -2.202 1.468
H 2.998 -2.046 0.157
H 1.440 -2.739 -0.098
H -2.093 -1.567 0.861
H -0.576 -2.676 1.120
H -0.728 -1.141 2.017
H 0.273 -0.870 -1.998
H -0.798 -2.301 -1.552
H -1.489 -0.699 -1.808
H 1.886 -0.162 -0.586
H 1.491 -0.020 1.122
H 2.957 1.663 -2.115
*
```

=====

# 3
C5H12N2S as an isolated structure in a non-equilibrium geometry, computed with ωB97M-V/def2-TZVPD.

Computed properties:
LUMO = 0.0255 Ha
relative energy (zero: lowest compared OMol25 entry of this formula, charge and spin) = 54.2 kcal per mole

The geometry in ORCA input format:
```
! wB97M-V def2-TZVPD RIJCOSX def2/J DEFGRID3
* xyz 0 1
C -2.188 -0.348 0.177
C -0.588 -0.259 0.119
C 0.273 -1.276 -0.599
C 1.328 -0.284 -0.865
C 0.270 0.749 -0.734
H -2.461 -0.462 -0.847
H -2.492 -1.267 0.761
H -2.592 0.689 0.510
H 0.711 -0.106 1.689
H -0.459 0.942 1.873
H 0.405 -2.274 0.027
H -0.353 -1.622 -1.524
H 1.766 -0.170 -1.785
H 2.936 -1.560 0.599
H -0.306 0.907 -1.703
H -0.409 2.464 0.015
H 1.086 2.067 0.612
N -0.270 -0.009 1.491
N 0.665 2.017 -0.250
S 2.678 -0.197 0.434
*
```

=====

# 4
The molecule C5H12N2S in a non-equilibrium geometry, computed with ωB97M-V/def2-TZVPD.

Computed properties:
LUMO = 0.0332 Ha
relative energy (zero: lowest compared OMol25 entry of this formula, charge and spin) = 70.4 kcal per mole
structure (SMILES) = C/C=N/NC(C)(C)S

The geometry in ORCA input format:
```
! wB97M-V def2-TZVPD RIJCOSX def2/J DEFGRID3
* xyz 0 1
C -2.668 -1.699 1.232
C -1.446 -1.706 0.446
N -0.981 -0.692 -0.098
N 0.105 -0.491 -0.809
C 0.871 1.041 -0.291
C 2.305 0.608 0.145
C 0.987 1.900 -1.564
S -0.172 1.775 0.954
H -3.636 -1.932 0.619
H -2.759 -0.822 1.732
H -2.483 -2.591 1.929
H -0.804 -2.553 0.404
H 0.793 -1.242 -0.756
H 2.223 0.063 1.143
H 2.665 0.020 -0.719
H 2.886 1.514 0.164
H 0.417 2.821 -1.506
H 0.433 1.310 -2.429
H 1.940 2.169 -1.911
H -0.678 0.507 1.316
*
```

=====

# 5
An isolated ion of composition C5H12N3O and charge +1 in a non-equilibrium geometry, computed with ωB97M-V/def2-TZVPD.

Computed properties:
LUMO = -0.1553 Ha
relative energy (zero: lowest compared OMol25 entry of this formula, charge and spin) = 69.5 kcal per mole
structure (SMILES) = C=NN[C@@](C)(O)/C=[NH+]/C

The geometry in ORCA input format:
```
! wB97M-V def2-TZVPD RIJCOSX def2/J DEFGRID3
* xyz 1 1
C -3.566 0.831 0.602
N -2.553 0.126 0.349
N -1.530 0.014 1.229
C -0.287 -0.486 0.603
C 0.639 -0.981 1.730
O -0.651 -1.519 -0.252
C 0.745 0.403 -0.263
N 1.090 -0.073 -1.383
C 2.098 0.412 -2.274
H -3.681 1.438 1.499
H -4.368 0.812 -0.116
H -1.430 0.704 1.973
H 1.501 -1.501 1.323
H 0.076 -1.684 2.339
H 0.968 -0.156 2.355
H -1.621 -1.479 -0.357
H 1.198 1.290 0.158
H 0.571 -0.927 -1.654
H 2.552 1.325 -1.892
H 2.867 -0.351 -2.407
H 1.655 0.606 -3.252
*
```

=====

# 6
An isolated ion of composition C5H12N3S and charge +1 in a non-equilibrium geometry, computed with ωB97M-V/def2-TZVPD.

Computed properties:
LUMO = -0.1683 Ha
relative energy (zero: lowest compared OMol25 entry of this formula, charge and spin) = 69.9 kcal per mole

The geometry in ORCA input format:
```
! wB97M-V def2-TZVPD RIJCOSX def2/J DEFGRID3
* xyz 1 1
C 1.669 -0.095 1.264
C -1.004 0.382 1.199
C -0.340 0.313 -0.201
C 0.001 1.625 -0.877
C -1.141 -0.660 -1.102
N 0.896 -0.472 -0.195
N 2.988 -0.212 1.207
N -2.128 -1.447 -0.402
S 0.523 0.517 2.265
H -1.471 1.311 1.121
H -1.555 -0.495 1.688
H 0.220 1.491 -1.964
H 0.928 2.014 -0.367
H -0.730 2.360 -0.808
H -0.412 -1.313 -1.751
H -1.738 -0.144 -1.986
H 3.429 -0.115 0.323
H 3.454 0.356 1.856
H 0.619 -1.505 -0.463
H -1.672 -1.849 0.334
H -2.536 -2.062 -1.141
*
```

=====

# 7
An isolated ion of composition C5H12N3S and charge +1 in a non-equilibrium geometry, computed with ωB97M-V/def2-TZVPD.

Computed properties:
LUMO = -0.1741 Ha
relative energy (zero: lowest compared OMol25 entry of this formula, charge and spin) = 84.5 kcal per mole

The geometry in ORCA input format:
```
! wB97M-V def2-TZVPD RIJCOSX def2/J DEFGRID3
* xyz 1 1
C -1.230 -1.517 0.778
C -0.335 0.663 0.368
C 1.712 0.863 -1.203
C 0.986 -0.830 1.489
C 0.771 1.545 -0.114
N -1.820 -1.598 -0.328
N -0.239 -0.491 1.001
N -1.748 -0.800 -1.355
S -1.900 1.510 0.232
H -1.283 -2.351 1.436
H 0.878 0.356 -1.897
H 2.433 0.182 -0.906
H 2.163 1.715 -1.747
H 1.447 0.076 1.990
H 0.934 -1.527 2.376
H 1.722 -1.199 0.748
H 0.171 2.341 -0.711
H 1.227 2.043 0.759
H -0.894 -0.242 -1.764
H -2.391 -1.132 -2.086
H -2.605 0.393 0.935
*
```

=====

# 8
The molecule C5H12N4O in a non-equilibrium geometry, computed with ωB97M-V/def2-TZVPD.

Computed properties:
LUMO = 0.0202 Ha
relative energy (zero: lowest compared OMol25 entry of this formula, charge and spin) = 90.2 kcal per mole

The geometry in ORCA input format:
```
! wB97M-V def2-TZVPD RIJCOSX def2/J DEFGRID3
* xyz 0 1
C -0.635 1.724 0.793
N 1.125 -0.804 0.194
C 1.188 0.392 -0.286
C -0.640 -0.867 0.095
C -0.214 0.841 -0.366
N 2.179 -1.554 0.693
N -0.959 -1.540 -1.114
N -0.490 1.465 -1.645
C -1.300 -1.230 1.240
O 2.270 0.983 -0.800
H 1.949 1.771 -1.268
H 2.717 -1.013 1.366
H 1.754 -2.346 1.167
H -1.157 -2.520 -0.954
H -0.221 -1.454 -1.801
H -1.289 2.085 -1.586
H -0.711 0.771 -2.352
H -0.278 2.749 0.653
H -1.724 1.705 0.878
H -0.235 1.365 1.738
H -2.225 -1.783 1.172
H -1.105 -0.741 2.181
*
```